Formula: C3H3N6O2
Source: OMol25
Level of theory: ωB97M-V/def2-TZVPD

The net charge is +1. The SMILES is N#[N+]C#[N+]NC(N)=C=[N+]([O-])[O-]. The energy relative to the best compared isomer or geometry (same formula, charge and spin) is 4.1017 eV. The value obtained for the max |F| is 0.1541 hartree/bohr. The lowest unoccupied orbital energy comes out at -6.6 eV.

Geometry as XYZ:
```
14
C3H3N6O2 ωB97M-V/def2-TZVPD
C 0.25 0.60 -0.27
C 0.56 -0.13 1.76
C -0.36 -0.50 -0.68
N 1.41 1.33 3.43
N -0.09 -1.24 1.63
N 1.03 0.60 2.67
N -0.47 -1.47 0.40
N -1.01 -0.87 -1.81
N 0.53 1.84 -0.82
O 1.00 2.69 -0.14
O 0.32 1.74 -2.03
H -1.00 -2.26 0.31
H -0.80 -0.48 -2.71
H -1.36 -1.83 -1.74
```